{"formula": "C26H34BrGeN4OPtSe4", "method": "the ωB97M-V functional and the def2-TZVPD basis", "relative_energy_kcal_mol": 44.1, "charge": 1, "orbital_gap_ev": [2.7958, 4.8497], "multiplicity": 5, "symbols": ["Pt", "Br", "C", "C", "C", "C", "C", "C", "N", "C", "C", "C", "C", "C", "C", "N", "H", "H", "H", "H", "H", "H", "H", "H", "H", "Se", "Se", "Se", "Se", "C", "Ge", "C", "C", "C", "H", "H", "H", "H", "H", "H", "H", "H", "H", "H", "H", "C", "C", "N", "C", "C", "C", "O", "C", "C", "C", "C", "N", "C", "H", "H", "H", "H", "H", "H", "H", "H", "H", "H", "H", "H", "H", "H"], "xyz": [[2.1105, -19.0918, -8.5060], [1.4397, -22.3534, -1.1886], [1.3968, -21.9709, -3.0243], [0.1633, -22.0871, -3.7663], [0.0736, -21.6694, -5.0506], [1.2216, -21.2828, -5.7602], [2.4320, -21.3215, -5.0964], [2.4975, -21.5286, -3.7354], [1.2027, -20.9701, -7.1620], [0.3853, -21.6229, -7.8318], [0.2167, -21.3507, -9.2624], [-0.7433, -22.0621, -9.9838], [-0.8756, -21.8302, -11.3638], [-0.0610, -20.8780, -11.9751], [0.7549, -20.1737, -11.1490], [0.9084, -20.3397, -9.8489], [-0.7406, -22.4544, -3.2779], [-0.9199, -21.6089, -5.5138], [3.3427, -21.0142, -5.6084], [3.4590, -21.4895, -3.2329], [-0.1992, -22.4637, -7.4857], [-1.2541, -22.8738, -9.5392], [-1.5503, -22.4045, -11.9761], [-0.1383, -20.7180, -13.0348], [1.3876, -19.3278, -11.5572], [2.2291, -16.8975, -10.1251], [3.7645, -15.3514, -9.6721], [4.9223, -16.5904, -7.0604], [3.5016, -18.2714, -6.6737], [6.0423, -22.0179, -10.4964], [4.2395, -21.7552, -9.8623], [4.0712, -22.9417, -8.3276], [3.0007, -22.3517, -11.2549], [3.8834, -19.8248, -9.3668], [6.1051, -23.1155, -10.6233], [6.7908, -21.7162, -9.7428], [6.3925, -21.6077, -11.4185], [4.5342, -23.9280, -8.4864], [3.0694, -23.1585, -7.9791], [4.5789, -22.5359, -7.4486], [3.3747, -23.1885, -11.7824], [2.8089, -21.5681, -11.9886], [2.0298, -22.5636, -10.8196], [3.8852, -19.2346, -10.3118], [4.6798, -19.2971, -8.8384], [-3.8237, -15.7892, -4.2152], [-2.2601, -15.9385, -4.2775], [-1.5304, -14.8947, -5.0061], [-1.3434, -13.6435, -4.1903], [-1.5125, -12.3743, -5.0251], [-0.6030, -15.1742, -5.9110], [0.3616, -14.4687, -6.1985], [-0.8291, -16.3578, -6.8507], [-1.8303, -16.2009, -7.8092], [-1.7832, -17.0826, -8.8960], [-0.7447, -18.0262, -8.9609], [0.1894, -18.1474, -8.0299], [0.1364, -17.3167, -6.9878], [-4.1395, -16.5673, -3.5235], [-4.2920, -15.9800, -5.1681], [-4.1232, -14.8527, -3.7408], [-2.0361, -16.9375, -4.7254], [-1.8455, -15.9922, -3.2980], [-0.3725, -13.7445, -3.7019], [-2.0859, -13.6418, -3.4175], [-0.6234, -12.3142, -5.7030], [-1.4671, -11.4616, -4.3845], [-2.4339, -12.4505, -5.5649], [-2.5974, -15.4369, -7.6821], [-2.5633, -17.1021, -9.6712], [-0.6139, -18.6096, -9.8252], [1.0156, -17.3842, -6.3005]], "forces_ev_per_angstrom": [[-1.03, -1.51, -0.88], [0.07, -0.02, -0.09], [-1.66, 0.07, -1.76], [0.83, -0.13, 2.44], [-0.43, 0.50, -1.39], [0.60, 0.17, -0.58], [0.31, 1.23, -0.32], [0.49, -0.97, 1.11], [3.47, 2.66, 3.58], [-3.11, -1.51, -6.21], [-0.57, -0.88, 3.15], [0.38, 0.29, -2.94], [-0.16, -0.91, 1.78], [-0.32, 0.09, 0.21], [1.78, 2.58, -1.94], [0.89, 0.77, 1.21], [0.33, 0.18, 0.06], [0.50, -0.19, 0.07], [-0.18, -0.26, -0.07], [-0.08, 0.15, -0.05], [0.01, -0.04, 0.45], [-0.59, -0.52, 0.56], [-0.23, -0.17, 0.12], [0.25, 0.32, -0.12], [-0.75, -1.10, 0.24], [0.57, -0.47, 0.76], [-0.37, -1.05, 0.46], [-0.66, -0.14, -0.52], [0.16, 0.30, -0.03], [0.88, -0.64, 0.75], [-0.68, 0.32, 0.22], [0.37, -0.43, 0.74], [-0.46, 1.39, 0.41], [0.00, 0.69, -0.65], [0.10, 0.39, 0.18], [-0.34, -0.26, -0.13], [-0.24, 0.55, -0.72], [-0.02, 0.35, -0.29], [-0.46, 0.18, -0.22], [0.13, 0.15, -0.08], [0.41, -1.03, -0.39], [0.23, 0.04, -0.05], [-0.06, -0.36, 0.08], [-0.13, -0.61, 0.15], [0.32, -0.66, 0.14], [1.65, -0.23, 0.83], [-1.16, -0.97, -1.49], [-0.87, 0.85, 1.70], [0.22, -0.30, -0.76], [2.14, 0.13, 0.40], [1.00, -0.27, -1.32], [-0.35, -0.27, 0.43], [-0.35, 1.33, 0.45], [0.17, -1.17, -0.37], [-0.29, -0.29, 0.28], [-1.02, 1.27, 0.27], [0.07, 0.42, 0.44], [1.34, -0.26, 0.67], [-0.21, -0.15, -0.02], [-0.13, 0.28, -0.30], [-0.03, 0.09, -0.43], [-0.12, 0.79, 0.12], [0.20, 0.10, 0.98], [0.10, 0.35, -0.09], [-0.49, -0.29, 0.39], [-1.04, 0.08, 0.25], [-0.31, -0.75, -0.40], [-0.49, 0.28, -0.40], [0.23, -0.17, -0.18], [0.57, 0.20, 0.34], [-0.15, -0.79, -0.84], [-1.17, 0.21, -0.41]]}

***

{"formula": "C7H11N3O", "method": "the ωB97M-V functional and the def2-TZVPD basis", "relative_energy_kcal_mol": 104.7, "charge": 0, "orbital_gap_ev": 8.8044, "smiles": "CN(C)c1ccn(C)c(=O)n1", "multiplicity": 1, "symbols": ["C", "N", "C", "C", "C", "C", "N", "C", "C", "O", "N", "H", "H", "H", "H", "H", "H", "H", "H", "H", "H", "H"], "xyz": [[1.0804, 2.6326, 0.4309], [1.2792, 1.3939, -0.0449], [2.4829, 1.1864, -0.7938], [0.3492, 0.4798, -0.0169], [0.4278, -0.7658, -0.6798], [-0.5607, -1.7512, -0.6650], [-1.4981, -1.4257, 0.2550], [-2.4775, -2.4417, 0.4647], [-1.7177, -0.1681, 0.8709], [-2.6730, -0.2651, 1.5546], [-0.7708, 0.6461, 0.8330], [1.8074, 2.7829, 1.4835], [1.0811, 3.6101, -0.1292], [0.0879, 2.7792, 0.7960], [3.2496, 0.6627, 0.0105], [2.9520, 2.2428, -1.2631], [2.3580, 0.2554, -1.6631], [1.1489, -0.9810, -1.6443], [-0.5281, -2.7877, -1.1838], [-2.7395, -2.3529, 1.5267], [-3.2262, -2.2615, -0.2714], [-2.1128, -3.4711, 0.1296]], "forces_ev_per_angstrom": [[0.79, 5.24, 5.60], [1.21, -0.70, -3.28], [3.44, -2.13, -1.30], [-4.83, -2.84, 2.23], [2.34, -2.22, -5.40], [0.91, 2.09, 2.18], [1.19, -3.81, -3.48], [0.16, -1.67, 0.11], [0.13, -4.81, -0.44], [-4.11, 2.16, 2.80], [6.23, 5.01, -2.15], [-1.87, 0.00, -2.93], [1.24, -1.43, -0.64], [-0.72, -0.74, 0.74], [-1.30, 1.59, -2.20], [-1.45, -3.15, 1.38], [0.44, 3.45, 2.42], [-1.48, 0.81, 2.90], [-0.13, 2.24, 0.93], [-0.63, -0.64, -0.67], [-1.59, 0.24, 0.22], [0.05, 1.31, 0.98]]}

***

{"formula": "C10H17FN3O", "method": "the ωB97M-V functional and the def2-TZVPD basis", "relative_energy_kcal_mol": 47.1, "charge": 1, "orbital_gap_ev": 7.4037, "smiles": "O\\C(F)=C/C=C\\C=C\\NN1CC[NH2+]CC1", "multiplicity": 1, "symbols": ["O", "C", "F", "C", "C", "C", "C", "C", "N", "N", "C", "C", "N", "C", "C", "H", "H", "H", "H", "H", "H", "H", "H", "H", "H", "H", "H", "H", "H", "H", "H", "H"], "xyz": [[2.2041, -1.0626, -1.3103], [2.7594, -1.4521, -0.1143], [2.3558, -2.7117, 0.0944], [3.4473, -0.7059, 0.7760], [3.8102, 0.6823, 0.6225], [3.2024, 1.7250, 0.0370], [1.8325, 1.9485, -0.4995], [0.7294, 1.6367, 0.1891], [-0.6054, 1.8765, -0.0100], [-1.3713, 0.7389, 0.1101], [-0.9698, -0.3188, -0.9218], [-1.5299, -1.6334, -0.3836], [-2.9153, -1.7159, 0.1658], [-3.3055, -0.4121, 0.8958], [-2.7709, 0.8053, 0.1430], [2.3423, -0.1067, -1.2002], [3.9463, -1.0480, 1.7073], [4.8716, 0.7555, 0.9516], [3.7049, 2.7054, -0.0346], [1.6702, 2.5696, -1.2568], [0.7024, 1.0159, 0.9846], [-0.8135, 2.5063, -0.7860], [0.1787, -0.5841, -0.9532], [-1.3741, -0.1782, -1.8910], [-1.2098, -2.5060, -0.9155], [-1.0089, -1.8839, 0.4820], [-3.5144, -1.9133, -0.6526], [-2.9669, -2.5553, 0.7774], [-2.8167, -0.6177, 1.7648], [-4.2735, -0.2256, 1.1763], [-3.4020, 1.0520, -0.7114], [-2.9095, 1.6134, 0.7632]], "forces_ev_per_angstrom": [[1.03, 0.45, 1.83], [-0.73, -0.29, 0.33], [0.65, 0.17, 0.22], [-0.47, -0.92, 0.24], [1.22, 0.60, -0.97], [-0.04, 1.28, -0.18], [-0.27, -2.48, 3.70], [0.21, -0.02, -1.08], [-0.83, 2.78, -1.24], [2.43, -3.21, -2.84], [0.74, -1.34, 2.29], [1.24, -0.06, 0.97], [-1.94, -0.05, -1.94], [2.09, -0.25, -2.51], [-0.50, -0.69, 0.95], [-0.26, 0.48, -1.03], [-0.96, -0.85, -0.94], [-0.92, 0.83, -0.16], [0.44, -0.83, 0.19], [0.00, 2.61, -3.46], [1.12, -2.08, 2.85], [-0.20, -0.37, -0.15], [-2.28, 1.11, -0.07], [-0.18, 0.83, -1.22], [-0.86, -0.48, -1.31], [1.51, 0.33, 1.86], [-0.25, 0.18, 0.62], [-0.15, 0.82, -0.36], [1.73, 0.43, 2.64], [-2.93, -0.63, -0.14], [0.42, -0.33, -0.90], [-1.04, 1.98, 1.84]]}

***

{"formula": "CHNO3", "method": "the ωB97M-V functional and the def2-TZVPD basis", "relative_energy_kcal_mol": 118.0, "charge": 0, "orbital_gap_ev": [9.5485, 9.5447], "multiplicity": 1, "symbols": ["C", "N", "O", "O", "O", "H"], "xyz": [[-0.3999, 0.7068, -0.6131], [0.9589, 1.2944, -1.1064], [-1.2178, 1.2268, 0.0309], [2.0932, 0.2113, 0.3937], [2.0132, 0.9228, -0.6744], [-0.5076, -0.2442, -1.0634]], "forces_ev_per_angstrom": [[2.56, -0.01, 0.21], [-3.46, 1.17, -1.29], [-0.52, 1.27, 0.61], [-0.25, -0.72, 0.64], [1.68, -0.30, 0.66], [-0.01, -1.41, -0.83]]}

***

{"formula": "C3H4ClI", "method": "the ωB97M-V functional and the def2-TZVPD basis", "relative_energy_kcal_mol": 78.9, "charge": 0, "orbital_gap_ev": [7.3800, 6.8954], "multiplicity": 3, "symbols": ["C", "C", "C", "Cl", "I", "H", "H", "H", "H"], "xyz": [[1.9150, 0.9970, -2.4473], [0.3171, -0.3465, 0.5742], [-1.0537, -0.1386, 1.3286], [1.3696, -0.3154, -3.3155], [1.0046, 1.3603, -0.5852], [0.3319, -1.3102, -0.0673], [-0.7498, -0.6823, 2.1596], [-1.8170, -0.5183, 0.6877], [-1.3177, 0.9541, 1.6654]], "forces_ev_per_angstrom": [[1.40, 1.25, -0.71], [-1.85, 0.18, -1.54], [2.27, 2.95, -1.26], [-0.68, -1.20, -0.54], [-0.72, -0.82, 1.58], [0.39, 1.62, 1.20], [-0.82, -1.37, 2.04], [-0.77, -0.56, 0.05], [0.79, -2.05, -0.81]]}

***

{"formula": "C7H10", "method": "the ωB97M-V functional and the def2-TZVPD basis", "relative_energy_kcal_mol": 140.1, "charge": 0, "orbital_gap_ev": [7.8834, 7.6920], "multiplicity": 1, "symbols": ["C", "C", "C", "C", "C", "C", "C", "H", "H", "H", "H", "H", "H", "H", "H", "H", "H"], "xyz": [[-1.4212, -1.2252, -0.2314], [-0.4639, -0.6926, -1.1040], [0.1228, 0.6795, -0.9081], [-0.5339, 1.6449, 0.0595], [1.0583, -0.3411, -0.3463], [0.9008, -0.7423, 1.0663], [1.8783, -0.2974, 1.7301], [-2.1309, -0.5770, 0.2769], [-1.7617, -2.2445, -0.4005], [-0.1952, -1.2134, 1.1932], [-0.1934, -1.2403, -2.0035], [0.4797, 1.1626, -1.8188], [0.1597, 2.4634, 0.2818], [-1.4560, 2.0672, -0.3520], [-0.7735, 1.1621, 1.0099], [1.9449, -0.6329, -0.8978], [2.5359, 0.0660, 2.4963]], "forces_ev_per_angstrom": [[-0.51, -0.08, -0.30], [0.45, 0.03, -0.19], [0.05, 0.08, 0.02], [-0.03, 0.01, -0.01], [-0.40, -0.17, -0.47], [-0.65, -0.07, -0.31], [0.39, 0.13, 0.66], [0.26, -0.10, 0.15], [0.07, 0.15, 0.09], [0.87, 0.18, 0.28], [-0.13, 0.14, 0.10], [-0.05, -0.11, 0.14], [-0.12, -0.09, -0.05], [0.13, -0.05, -0.01], [0.00, 0.09, -0.15], [-0.14, 0.06, 0.09], [-0.19, -0.18, -0.04]]}

***

{"formula": "C22H26Cl2N5O2Rb", "method": "the ωB97M-V functional and the def2-TZVPD basis", "relative_energy_kcal_mol": 14.5, "charge": 0, "orbital_gap_ev": 7.4742, "multiplicity": 1, "symbols": ["Rb", "C", "C", "C", "C", "C", "C", "H", "H", "H", "H", "H", "H", "N", "C", "C", "C", "N", "C", "C", "N", "C", "H", "H", "H", "H", "H", "H", "H", "H", "H", "H", "H", "H", "H", "H", "H", "H", "Cl", "C", "C", "C", "Cl", "C", "C", "C", "C", "N", "C", "C", "O", "H", "H", "H", "H", "O", "C", "N"], "xyz": [[-2.6182, 1.7883, 1.3528], [0.8698, 3.0091, 0.2830], [0.8809, 2.6759, 1.6303], [0.0476, 3.3419, 2.5212], [-0.7985, 4.3455, 2.0592], [-0.8071, 4.6815, 0.7091], [0.0271, 4.0116, -0.1774], [1.5015, 2.4790, -0.4166], [1.5437, 1.8978, 1.9900], [0.0687, 3.0930, 3.5750], [-1.4219, 4.8899, 2.7583], [-1.4420, 5.4839, 0.3535], [0.0219, 4.2696, -1.2294], [1.2097, -1.5225, 3.2546], [1.3878, -2.8412, 2.6406], [0.0384, -3.3684, 2.1396], [-0.4719, -2.6481, 0.8872], [-0.7975, -1.2397, 1.1930], [0.5730, -2.7064, -0.2306], [1.9391, -2.1373, 0.1801], [1.8906, -0.6850, 0.3321], [2.3973, -2.8273, 1.4772], [0.6340, -1.5850, 4.0875], [0.0476, -0.8237, 1.6111], [2.0970, -1.1160, 3.5205], [1.7708, -3.5578, 3.3776], [-0.7114, -3.2995, 2.9337], [0.1633, -4.4254, 1.8959], [-1.3927, -3.1281, 0.5533], [-1.5790, -1.0831, 1.9145], [-1.0156, -0.6592, 0.3622], [0.1986, -2.1882, -1.1199], [0.7219, -3.7537, -0.5033], [2.6510, -2.4284, -0.6041], [1.5232, -0.2202, -0.4985], [2.8234, -0.3220, 0.4906], [3.3438, -2.3910, 1.8160], [2.6043, -3.8727, 1.2313], [-4.1110, 0.6920, -1.0298], [-2.8253, 0.5634, -2.2047], [-3.1611, 0.3547, -3.5446], [-2.1807, 0.2720, -4.4890], [-2.6232, -0.0086, -6.1519], [-0.8198, 0.3936, -4.1263], [0.2462, 0.3373, -5.0508], [1.5330, 0.4520, -4.6130], [1.7622, 0.6090, -3.2341], [0.8031, 0.6694, -2.3440], [-0.4862, 0.5851, -2.7571], [-1.5139, 0.6748, -1.7280], [-1.2365, 0.8378, -0.4880], [-4.1997, 0.2573, -3.8303], [0.0254, 0.1981, -6.1006], [2.3668, 0.4114, -5.3009], [2.7783, 0.6824, -2.8547], [-1.5910, 0.9777, 4.6782], [-2.0905, 0.2831, 3.8353], [-2.5964, -0.3793, 2.9831]], "forces_ev_per_angstrom": [[-0.37, 1.13, 0.64], [-0.03, 0.02, 0.00], [0.03, 0.01, 0.04], [0.06, 0.11, 0.06], [0.15, 0.13, 0.03], [0.04, 0.03, 0.04], [0.00, -0.02, 0.00], [-0.04, -0.04, 0.00], [-0.06, -0.03, -0.02], [-0.07, -0.06, -0.02], [-0.03, -0.03, 0.00], [-0.03, -0.03, 0.00], [-0.01, -0.01, 0.01], [-0.08, 0.08, -0.17], [0.03, -0.07, -0.17], [-0.06, 0.20, 0.07], [0.19, -0.21, -0.08], [0.12, 0.01, 0.41], [0.00, 0.21, 0.03], [-0.05, -0.21, 0.09], [-0.01, 0.05, 0.11], [-0.04, 0.22, 0.09], [0.02, 0.01, -0.01], [0.03, 0.10, -0.01], [0.02, 0.01, 0.00], [0.00, -0.10, -0.04], [0.03, -0.03, -0.01], [-0.10, -0.03, -0.03], [-0.01, 0.00, -0.03], [0.20, -0.17, -0.23], [0.03, 0.10, -0.09], [0.03, 0.00, 0.01], [-0.07, -0.01, -0.04], [0.00, -0.08, -0.02], [-0.08, -0.03, -0.01], [-0.01, -0.01, 0.05], [-0.02, 0.00, -0.02], [0.07, 0.00, 0.02], [-0.39, -0.26, -0.45], [0.24, 0.04, -0.03], [-0.03, 0.02, -0.05], [-0.09, -0.04, -0.03], [0.01, 0.02, 0.00], [0.10, 0.08, 0.19], [0.00, -0.04, -0.06], [0.01, -0.01, 0.00], [-0.06, 0.00, 0.04], [0.06, -0.01, 0.01], [-0.05, -0.10, -0.09], [-0.09, -0.01, -0.05], [0.45, -0.51, -0.90], [0.00, 0.01, 0.02], [0.00, 0.01, 0.01], [-0.01, 0.01, 0.00], [-0.01, -0.01, -0.03], [-0.01, 0.03, -0.12], [-0.03, -0.29, 0.38], [0.01, -0.19, 0.45]]}

***

{"formula": "C4H4NO", "method": "the ωB97M-V functional and the def2-TZVPD basis", "relative_energy_kcal_mol": 199.3, "charge": 1, "orbital_gap_ev": [7.4479, 7.3522], "multiplicity": 1, "symbols": ["C", "C", "C", "C", "N", "O", "H", "H", "H", "H"], "xyz": [[-1.4580, -1.4697, -0.1198], [-1.9798, 1.0765, -0.0181], [-1.1420, -0.1275, 0.0983], [0.1565, -0.7966, 0.0407], [-3.6887, -0.4886, 0.0151], [-3.1518, 0.5587, -0.0034], [-1.8586, 2.1356, -0.2264], [-2.5179, -1.6215, -0.1752], [0.6334, -1.1422, 0.8484], [0.7592, -0.8185, -0.9388]], "forces_ev_per_angstrom": [[2.54, 5.58, 1.61], [2.63, -3.11, 0.14], [0.14, -0.79, -0.86], [-2.11, 0.11, -5.33], [-1.22, -2.09, -0.07], [-1.73, 3.57, -0.14], [-0.08, -0.20, 0.33], [-0.79, -2.09, -0.48], [1.63, -1.10, 3.18], [-1.00, 0.13, 1.61]]}

***

no.,E (eV),maximum force (eV/A)
1,-426703.2653,7.11
2,-13951.0309,8.28
3,-19869.3804,4.93
4,-8678.5685,3.88
5,-23791.2306,3.93
6,-7414.9598,0.93
7,-60484.4277,1.35
8,-7731.7994,6.34